107
Properties=species:S:1:pos:R:3:forces:R:3 method="wB97M-V/def2-TZVPD" multiplicity=3 total_energy_ha=-7303.97865 homo_lumo_gap_ev="8.928 / 6.612" charge=+1 e_homo_ev="-11.05 / -11.57"
H 4.90449 -2.16279 -1.43193 0.035 -0.021 -0.068
C 1.09622 -4.59132 1.62255 0.113 0.122 -0.206
C 1.79615 4.67911 0.48173 -0.009 -0.038 -0.060
C 0.55875 -3.96877 2.75078 -0.003 -0.029 -0.009
F -3.20808 6.42012 -4.62809 0.042 0.027 -0.069
P 3.07639 -0.94176 0.36234 0.271 -0.289 -0.111
C 2.00131 -0.88418 -3.61885 -0.046 0.050 -0.033
H 5.31128 0.25931 -1.21871 0.031 0.010 0.017
C -3.71110 2.73488 3.81186 -0.024 -0.054 0.037
H 3.06473 -1.75498 -5.26565 -0.032 -0.025 0.009
H 4.27878 -0.48268 2.87756 0.031 0.017 0.030
C -3.90883 4.93874 2.87686 -0.011 0.057 -0.052
H -3.24747 -3.07517 -0.02262 -0.022 -0.042 0.041
H -0.21003 2.49484 2.07819 0.001 0.020 0.006
F -1.23883 6.23949 -2.76458 0.014 0.010 -0.002
C 4.67350 -0.21235 0.78265 -0.168 -0.117 -0.077
C -5.35837 -0.10458 -0.45860 0.045 0.110 0.127
F -3.53952 5.27830 0.59935 -0.105 0.121 0.064
C 1.87809 -4.40828 -1.23035 -0.072 0.012 0.282
F -8.54187 2.31039 0.37686 -0.041 0.014 -0.037
F -3.77742 1.91488 4.85598 0.000 -0.014 0.026
C 5.54959 0.30902 -0.16476 -0.010 0.031 0.015
C 2.97392 -5.26080 -1.34762 -0.020 0.086 -0.018
H 0.41837 -4.96805 -4.23308 0.008 0.006 -0.001
H 1.16701 -0.10584 -1.81782 -0.175 0.022 0.117
F 2.76442 6.55164 -0.57803 -0.044 -0.020 0.095
S -1.84900 0.69977 -1.02552 0.533 -0.613 0.124
C 1.13451 -5.04578 -3.42559 0.009 -0.021 -0.033
C 6.15191 0.50608 2.54241 -0.002 0.000 0.060
C 0.44830 2.92065 1.33099 -0.006 0.126 0.012
H 3.06382 -2.74697 1.96872 0.063 0.072 0.014
C 3.08390 -2.69895 0.87908 -0.385 0.245 -0.329
C 2.40501 6.05276 0.61198 0.098 0.077 0.064
C 6.73029 0.91136 0.24406 0.017 0.040 -0.018
C -7.71141 0.16958 -0.13088 0.138 0.099 0.017
C 0.95435 4.20070 1.47206 0.030 0.022 -0.085
C 4.08992 -1.79638 -2.04659 -0.087 -0.073 0.038
C 1.15853 -6.68019 2.80028 0.017 -0.075 -0.018
C 3.14435 -6.00116 -2.50584 0.109 -0.044 0.066
H -2.35039 -4.16838 1.05293 0.001 0.015 0.034
H 3.97645 -3.20745 0.51338 -0.045 -0.073 -0.007
H 0.31989 -2.91184 2.70772 0.009 -0.012 0.079
C -3.34304 3.08201 1.43697 0.218 -0.448 -0.339
C 2.10000 3.88025 -0.60844 -0.033 0.054 0.097
F -6.82028 -1.94533 -0.64329 0.003 -0.077 0.030
H 1.77229 -6.43875 0.75559 0.012 -0.021 0.033
F -4.32410 4.55753 5.15338 0.039 0.060 0.124
Ge -3.34831 2.12686 -0.31513 -0.939 0.921 0.036
H 2.35847 -6.48698 -4.43737 0.003 0.024 -0.013
C -2.95095 -3.25979 1.01016 -0.118 -0.244 -0.224
C -5.12357 1.23974 -0.24185 0.311 0.079 -0.108
H 3.99202 -6.66775 -2.59611 -0.005 0.004 -0.024
C -3.38175 3.48097 -1.75748 0.084 -0.280 0.194
C -6.63099 -0.64760 -0.42008 0.038 0.023 0.009
C -3.98174 4.08646 3.96856 0.022 -0.070 -0.190
H 1.17512 -0.53340 -4.22444 0.034 -0.002 -0.015
N 0.72777 2.15310 0.27900 -0.285 -0.287 0.260
F -1.34821 4.24854 -0.90212 0.113 0.184 0.038
H 2.75327 4.23567 -1.39210 -0.023 -0.032 -0.030
F -4.32946 -0.93701 -0.69475 -0.113 -0.074 -0.035
F -8.92883 -0.33830 -0.06019 -0.088 -0.057 -0.021
C -2.33064 4.37680 -1.81108 -0.144 -0.168 -0.031
C 0.95727 -4.30305 -2.26848 0.037 0.063 0.022
H 7.40988 1.30897 -0.49804 0.007 0.019 0.021
F -6.05892 3.35431 0.17308 -0.068 0.038 0.032
C -4.28898 4.54550 -3.72789 -0.027 0.000 0.014
P 1.51241 -3.47201 0.26477 0.348 -0.201 0.311
C 0.33611 -4.70342 3.90336 -0.012 0.029 -0.019
O 1.98518 -0.20640 1.08564 -0.300 -0.049 -0.308
C 3.03532 -1.09680 -1.45413 0.086 0.069 0.289
C 3.05294 -1.57706 -4.19825 -0.009 0.058 -0.072
C -7.51154 1.52392 0.09384 0.028 0.020 0.005
F -3.19443 0.95199 2.36684 -0.067 -0.093 0.221
H 0.51982 -6.62323 4.84241 -0.070 -0.013 -0.020
C 1.38341 -5.95108 1.64088 -0.045 0.055 -0.046
C 4.10219 -2.02803 -3.41207 0.071 -0.055 0.083
F 1.55241 6.91359 1.18550 0.077 -0.061 -0.060
N -1.50673 -1.26416 1.81168 -0.013 -0.126 0.137
F 3.50979 6.00384 1.38096 -0.118 0.023 -0.077
H 0.11584 -3.63162 -2.15431 -0.012 0.001 -0.038
H 0.69024 4.81773 2.31914 -0.005 -0.058 0.044
C 4.97710 -0.10485 2.13953 -0.034 -0.025 0.021
C -3.40563 2.26359 2.55124 0.024 0.123 -0.217
C 1.53138 2.62038 -0.67043 0.059 -0.014 -0.067
C 7.03193 1.01114 1.59414 -0.012 -0.027 -0.051
H 7.95129 1.48753 1.90723 0.000 -0.002 0.012
F -4.17317 6.23095 3.03010 0.024 0.021 0.027
Pd -0.20284 -0.00108 0.38522 0.216 1.004 -0.349
H -0.07965 -4.22254 4.77897 0.021 -0.001 0.013
C -3.25212 5.46587 -3.71345 -0.028 -0.080 0.045
C -6.23044 2.03468 0.01380 0.135 -0.125 -0.018
C 1.99736 -0.63741 -2.25463 0.045 -0.055 0.051
C -2.15948 -2.14177 1.46535 0.098 0.168 0.240
H 3.69106 -5.34482 -0.53865 0.020 -0.038 -0.022
H 1.72797 1.96358 -1.50973 0.005 0.057 0.037
C 2.22546 -5.89493 -3.54138 -0.031 -0.016 -0.018
H 6.37828 0.59622 3.59636 0.010 -0.013 -0.001
H 4.93086 -2.56124 -3.85905 -0.017 -0.014 -0.002
C -2.25231 5.37813 -2.75539 0.040 0.011 0.007
F -5.34810 2.68603 -2.77574 -0.087 0.101 -0.139
H -3.84391 -3.38026 1.62093 0.020 0.033 0.025
C 0.65581 -6.05534 3.93143 0.007 -0.040 0.025
C -3.58599 4.43224 1.62874 0.117 -0.199 -0.045
H 1.38094 -7.73894 2.81800 0.009 0.006 0.023
F -5.21020 4.60503 -4.68260 -0.048 0.029 0.016
O 0.44759 -2.45148 0.04725 -0.086 -0.012 -0.252
C -4.34441 3.57027 -2.74661 0.151 -0.054 0.165

---

95
Properties=species:S:1:pos:R:3:forces:R:3 method="wB97M-V/def2-TZVPD" total_energy_ha=-2730.51146 homo_lumo_gap_ev="5.010 / 5.010" relative_energy_ev=0.000 e_homo_ev="-6.17 / -6.17"
C -0.79569 -2.59944 -3.14692 -0.093 0.344 0.047
H 4.94224 2.91317 1.93843 -0.092 0.104 -0.101
C -3.07027 -3.98422 2.33536 -0.033 -0.145 0.079
Ta -0.14082 0.10419 0.03632 0.191 -0.125 0.376
H 4.86823 -0.51475 3.54086 -0.127 -0.114 0.020
H -2.80009 -0.35643 -1.44621 0.104 0.047 -0.182
C -4.85191 -2.34069 0.87319 -0.118 0.063 -0.055
H 1.63261 2.96185 -1.98893 -0.072 0.014 0.133
H 1.41351 -4.07790 4.21104 0.116 0.103 -0.037
C -0.52814 -1.18409 -2.78369 0.412 -0.846 0.501
C 0.83961 3.18871 0.29427 0.156 -0.075 0.226
C -1.71897 -4.51940 -4.17969 0.009 0.057 0.003
H -2.38499 1.71070 -4.41922 0.108 0.028 0.011
N -0.34035 -2.58089 2.50749 0.405 -0.009 -0.063
C -5.37952 4.33954 -0.43834 -0.015 -0.007 0.018
C 4.37455 -2.38625 4.50054 -0.057 -0.126 0.074
C 2.18029 -3.32286 4.06311 -0.095 -0.079 0.000
C -2.71357 3.69749 -0.31169 0.299 -0.089 -0.095
H 3.75211 0.97252 -0.49884 0.054 -0.263 -0.044
C 1.95213 -2.23567 3.22035 -0.154 -0.244 0.137
N -3.55721 0.48410 0.76965 -0.377 -0.733 0.284
C -0.26888 -4.77351 -2.25246 0.068 -0.183 0.062
H 1.54877 5.97504 -0.13546 0.080 -0.082 0.069
C 5.02137 -0.68081 0.02946 0.016 0.034 -0.069
H -2.36531 -4.59899 2.88959 -0.143 0.094 -0.081
N -1.07688 -0.23363 -3.40796 -0.239 0.978 -0.217
C 2.29430 5.31668 0.30079 0.078 0.105 -0.013
C -3.66419 2.79630 0.10144 0.005 -0.353 0.091
C -1.51603 2.05238 -3.86969 -0.174 0.051 -0.095
C -1.09884 3.36905 -3.89038 -0.221 0.003 -0.161
C -2.16896 -0.81956 -0.69202 -0.012 0.795 0.177
H -6.42903 4.60939 -0.49702 0.103 -0.026 0.002
N 1.02431 -0.72479 1.72801 -0.231 -0.424 0.109
H -4.69979 -5.38216 2.40478 0.039 0.150 -0.040
C 0.78074 -1.86868 2.44523 0.161 0.510 -0.103
H -6.25863 -3.93434 1.15323 0.150 0.031 0.033
N 1.62135 -2.94734 -0.66781 0.875 0.331 0.616
H -2.29193 5.63981 -1.13367 -0.137 -0.105 0.067
C 2.34697 1.82633 1.19495 -0.359 0.565 -0.306
H -2.01279 -1.86948 -0.92862 0.196 -0.094 -0.033
H 5.48301 5.29016 1.48165 -0.087 -0.013 -0.003
H 5.91552 -0.07340 0.11816 -0.113 -0.069 -0.011
C 4.13080 -1.30002 3.68402 0.093 0.115 -0.068
H -5.53328 -1.70747 0.30719 0.155 -0.126 0.135
H 5.94430 -2.53370 0.61639 -0.105 0.033 -0.043
H 3.82794 -3.84637 0.27969 0.029 0.186 -0.024
H 3.80740 6.80607 0.46464 0.002 -0.110 0.031
C 4.50554 4.89581 1.22341 0.009 -0.051 0.004
H -1.20077 -6.40436 -3.28590 0.001 0.108 -0.004
C -2.79680 -0.73083 0.68664 0.061 0.043 -0.187
C 0.71006 2.73403 -2.50574 0.257 -0.519 0.075
H 5.32712 -2.46344 5.01773 -0.121 -0.002 -0.065
C -5.24740 -3.58620 1.34765 0.023 -0.034 0.003
C 2.00358 3.95709 0.52676 -0.207 0.264 -0.130
C -4.41174 5.25065 -0.87231 0.047 -0.008 0.007
N -1.56283 1.71410 0.22173 -0.367 0.068 -0.307
C 3.81613 -0.09766 -0.31893 0.041 -0.221 -0.664
C -1.39246 3.06698 -0.11618 -0.752 -0.490 0.342
C 2.89968 -1.24755 3.03162 0.144 -0.153 0.043
C -2.96130 1.53089 0.42696 0.498 0.942 -0.233
C -1.07200 -5.32764 -3.24170 0.016 -0.032 0.020
N 0.26938 1.46901 -2.38143 -0.538 0.103 0.092
C 5.03100 -2.04121 0.29603 0.055 -0.130 0.069
C -3.55538 -1.93320 1.13910 0.025 -0.111 0.030
C -0.77692 1.11131 -3.15906 0.317 -0.249 -0.044
N 2.67461 -0.78455 -0.43579 0.027 -0.031 -0.349
C 2.33046 -0.28158 2.12852 -0.388 -0.082 0.262
C -0.14454 -3.39714 -2.23500 0.049 0.036 0.305
C -2.69515 -2.73280 1.86958 0.185 0.037 0.104
H 0.23095 -5.38850 -1.51043 -0.012 0.091 -0.122
C 4.22151 3.57714 1.46763 0.151 0.039 0.077
C 0.07869 3.70594 -3.24899 0.132 0.179 -0.108
H -1.66150 4.11555 -4.44178 0.027 -0.081 0.051
C -1.59364 -3.13552 -4.13848 -0.123 -0.027 -0.159
C 3.40843 -3.39648 4.69117 0.082 0.088 -0.001
C -5.01494 3.09402 0.05662 -0.194 -0.135 0.106
H 0.48837 4.70919 -3.29102 -0.036 -0.142 0.025
N 0.31374 -1.16176 -1.65559 -0.289 -0.303 0.028
H -2.11322 -2.48921 -4.83750 0.078 -0.072 0.030
C 3.54510 5.76718 0.63811 -0.094 0.034 -0.044
H -4.72532 6.20896 -1.27072 0.018 -0.048 0.044
N 1.05314 1.88707 0.63037 -0.143 -0.287 -0.118
H 3.63255 -4.23088 5.34758 -0.014 0.088 -0.067
H -2.33282 -4.98031 -4.94423 0.004 0.018 0.045
H -5.75489 2.36892 0.39110 0.161 0.154 -0.087
C -4.36493 -4.40717 2.06171 0.037 0.022 0.015
C 2.94982 3.09935 1.09597 0.085 -0.220 0.101
C -3.05875 4.94260 -0.80468 0.079 0.234 -0.072
C 2.71098 -2.11752 -0.28175 -0.515 0.033 -0.460
C 0.66573 -2.49806 -1.38136 0.140 0.280 -0.201
N -0.32605 3.74893 -0.13163 0.688 0.280 -0.087
C -1.40181 -2.03316 1.97876 -0.738 0.565 -0.245
N -1.50410 -0.80062 1.41907 0.405 -0.481 -0.192
C 3.86780 -2.77123 0.13187 0.069 -0.256 0.026
N 2.89888 0.82726 1.86331 -0.225 0.160 0.587